Molecular formula: C51H37EuN6O2
Method: DFT, ωB97M-V/def2-TZVPD

ORCA input file:
```
! wB97M-V def2-TZVPD RIJCOSX def2/J DEFGRID3
* xyz 0 7
Eu 0.000 0.000 0.000
C 3.934 -2.423 5.717
C 3.537 -1.090 5.616
C 2.845 -0.651 4.486
C 2.548 -1.543 3.445
C 2.956 -2.882 3.554
C 3.645 -3.320 4.687
C 1.807 -1.031 2.231
C 2.609 -0.675 1.163
C 4.066 -0.910 1.228
C 4.670 -0.147 0.322
C 3.623 0.603 -0.310
C 3.831 1.816 -0.866
C 5.104 2.528 -0.993
C 5.878 2.423 -2.153
C 7.090 3.111 -2.254
C 7.539 3.896 -1.191
C 6.779 3.995 -0.026
C 5.565 3.314 0.071
C 2.531 2.465 -1.118
N 1.514 2.471 -0.301
C 0.414 2.704 -1.152
C -0.889 2.290 -1.022
C -1.821 2.721 -2.116
C -2.139 1.900 -3.198
C -2.981 2.378 -4.209
C -3.511 3.670 -4.141
C -3.208 4.492 -3.060
C -2.370 4.019 -2.053
C -1.568 1.908 0.305
C -1.580 2.887 1.300
C -2.579 2.539 2.186
C -2.882 1.234 1.853
N -2.506 0.927 0.587
C -2.957 0.209 2.948
C -1.781 -0.444 3.033
C -1.482 -1.674 3.683
C -0.262 -2.063 3.313
C 0.272 -0.896 2.537
N -0.633 0.059 2.432
C -4.023 0.121 3.963
C -5.368 0.058 3.585
C -6.377 0.132 4.551
C -6.052 0.282 5.899
C -4.717 0.354 6.288
C -3.710 0.278 5.326
C 0.978 3.207 -2.403
C 2.299 3.056 -2.434
N 2.438 -0.047 -0.065
H 4.482 -2.760 6.592
H 3.775 -0.385 6.407
H 2.553 0.393 4.393
H 2.751 -3.571 2.737
H 3.968 -4.354 4.756
H 4.599 -1.537 1.919
H 5.729 -0.036 0.175
H 5.537 1.796 -2.973
H 7.686 3.024 -3.158
H 8.486 4.423 -1.266
H 7.129 4.591 0.811
H 4.973 3.375 0.983
H -1.731 0.894 -3.251
H -3.226 1.737 -5.051
H -4.165 4.034 -4.929
H -3.618 5.496 -2.995
H -2.131 4.668 -1.213
H -0.970 3.780 1.324
H -2.812 3.053 3.108
H -2.178 -2.257 4.259
H 0.244 -2.975 3.551
H -5.635 -0.029 2.534
H -7.419 0.091 4.245
H -6.838 0.357 6.645
H -4.456 0.492 7.334
H -2.672 0.384 5.640
H 0.399 3.570 -3.236
H 3.012 3.247 -3.209
O -2.837 -4.011 1.421
C -2.248 -4.392 2.634
N -1.378 -5.528 2.423
C -0.246 -5.604 1.650
O 0.306 -6.694 1.605
C 0.402 -4.494 0.839
C 1.586 -4.870 -0.002
C 2.220 -3.953 -0.743
C 1.741 -2.561 -0.724
N 0.726 -2.234 0.000
C 0.027 -3.186 0.805
H -3.401 -3.221 1.627
H -3.057 -4.692 3.338
H -1.686 -3.564 3.115
H -1.662 -6.392 2.914
H 1.950 -5.892 -0.026
H 3.076 -4.230 -1.351
H 2.244 -1.807 -1.320
H -0.789 -2.792 1.368
H -1.705 -1.239 0.000
*
```

## Properties
⟨S²⟩: 12.27
HOMO-LUMO gap (alpha / beta): 5.71 / 5.69 eV
lowest unoccupied orbital energy (alpha / beta): -1.1 / -1.1 eV


Molecular formula: C21H37HfN3OPS2SbSe5
Method: DFT, ωB97M-V/def2-TZVPD

ORCA input file:
```
! wB97M-V def2-TZVPD RIJCOSX def2/J DEFGRID3
* xyz 0 1
Hf 0.063 -0.283 -0.020
Se 3.743 -0.968 3.472
Sb 1.834 0.121 2.536
Se 0.057 -1.662 2.075
Se 2.454 0.490 -0.026
Se 0.782 2.082 3.412
Se 0.113 0.122 -2.720
C -1.189 0.257 -3.996
N -2.014 0.365 -4.805
C 1.078 3.956 0.303
S 0.436 2.738 -0.822
C -0.894 3.711 -1.510
O -0.333 1.740 0.107
H 0.314 4.232 1.029
H 1.382 4.803 -0.320
H 1.938 3.524 0.809
H -0.431 4.464 -2.152
H -1.478 4.176 -0.716
H -1.509 3.041 -2.113
S 0.983 -2.690 -1.027
C 2.712 -2.666 -0.972
N 3.386 -2.810 0.152
C 4.851 -2.752 0.260
C 5.426 -2.016 -0.935
C 4.842 -2.599 -2.207
N 3.382 -2.531 -2.115
H 2.849 -2.915 1.001
H 5.249 -3.765 0.324
H 5.082 -2.229 1.180
H 6.514 -2.096 -0.934
H 5.156 -0.961 -0.868
H 5.156 -3.636 -2.331
H 5.156 -2.042 -3.086
H 2.813 -2.377 -2.930
C -3.434 2.412 0.406
C -4.059 1.146 -0.217
C -5.425 0.931 0.445
C -4.249 1.378 -1.722
P -2.902 -0.344 0.021
C -3.216 -0.726 1.793
C -2.777 0.246 2.694
C -2.866 0.056 4.063
C -3.381 -1.131 4.566
C -3.796 -2.117 3.684
C -3.711 -1.917 2.309
C -3.539 -1.836 -0.940
C -3.384 -1.653 -2.456
C -4.993 -2.249 -0.669
C -2.547 -2.956 -0.572
H -3.756 3.288 -0.167
H -2.350 2.396 0.414
H -3.771 2.552 1.435
H -6.069 1.780 0.185
H -5.339 0.891 1.531
H -5.922 0.025 0.111
H -4.708 2.359 -1.872
H -4.915 0.641 -2.163
H -3.308 1.357 -2.280
H -2.295 1.147 2.340
H -2.494 0.825 4.730
H -3.434 -1.297 5.636
H -4.177 -3.060 4.060
H -4.023 -2.724 1.663
H -4.213 -1.125 -2.913
H -3.339 -2.645 -2.917
H -2.474 -1.139 -2.714
H -5.682 -1.615 -1.228
H -5.289 -2.219 0.378
H -5.134 -3.273 -1.031
H -1.619 -2.816 -1.127
H -2.955 -3.922 -0.886
H -2.303 -3.028 0.487
*
```

## Properties
ΔE to the lowest compared entry with this formula, charge and spin: 0.658 eV
HOMO-LUMO gap: 7.05 eV
lowest unoccupied orbital energy: -0.6 eV


Molecular formula: C9H20N2
Method: DFT, ωB97M-V/def2-TZVPD

ORCA input file:
```
! wB97M-V def2-TZVPD RIJCOSX def2/J DEFGRID3
* xyz 2 1
C 1.469 -1.835 0.897
C 2.701 -2.866 2.612
C -0.954 3.783 -1.048
C -2.043 -0.999 -1.102
C 0.108 -0.065 -1.649
C 2.658 -2.500 1.096
C -0.676 2.609 -0.146
C -1.596 1.371 -0.711
C -0.507 -0.326 0.969
N 0.575 -1.113 1.063
N -0.983 -0.026 -0.820
H 1.693 -2.875 3.147
H 3.197 -3.812 2.698
H 3.289 -2.178 3.205
H -0.599 3.422 -2.012
H -2.024 4.172 -1.205
H -0.325 4.711 -0.737
H -3.026 -0.815 -0.556
H -2.434 -0.927 -2.125
H -1.659 -2.002 -0.808
H 1.115 0.345 -1.363
H 0.499 -1.093 -1.919
H 0.055 0.512 -2.664
H 2.764 -3.398 0.515
H 3.465 -1.849 0.639
H -1.003 2.744 0.918
H 0.380 2.477 -0.038
H -2.319 1.216 0.010
H -1.929 1.730 -1.734
H -1.341 -0.963 1.262
H -0.550 0.550 1.604
*
```

## Properties
ΔE to the lowest compared entry with this formula, charge and spin: 1.009 eV
HOMO-LUMO gap: 9.01 eV
lowest unoccupied orbital energy: -9.1 eV


Molecular formula: C40H37N4P2PtSe
Method: DFT, ωB97M-V/def2-TZVPD

ORCA input file:
```
! wB97M-V def2-TZVPD RIJCOSX def2/J DEFGRID3
* xyz 1 1
Pt 0.298 -0.630 -0.377
C 4.663 -0.164 -1.240
C 5.193 -0.119 0.044
C 4.371 -0.393 1.122
C 3.031 -0.713 0.904
N 2.555 -0.774 -0.350
C 3.331 -0.504 -1.388
C 2.063 -0.946 1.979
C 2.446 -1.179 3.302
C 1.491 -1.300 4.291
C 0.146 -1.171 3.984
C -0.246 -0.978 2.667
C 0.698 -0.878 1.661
H 5.270 0.050 -2.104
H 6.231 0.135 0.202
H 4.755 -0.343 2.127
H 2.867 -0.575 -2.367
H 3.492 -1.282 3.551
H 1.803 -1.476 5.310
H -0.595 -1.234 4.766
H -1.303 -0.898 2.435
N -1.530 1.605 0.135
P -2.094 0.016 -0.195
C -3.897 0.365 -0.089
C -4.668 -0.266 0.878
C -6.031 -0.026 0.939
C -6.620 0.840 0.032
C -5.852 1.463 -0.941
C -4.492 1.225 -1.007
C -1.957 -0.106 -2.025
C -1.201 0.758 -2.814
C -1.029 0.494 -4.164
C -1.590 -0.638 -4.731
C -2.365 -1.490 -3.957
C -2.546 -1.227 -2.613
P 0.129 1.862 -0.062
C 0.090 3.599 -0.658
C 1.259 4.353 -0.617
C 1.232 5.698 -0.930
C 0.040 6.299 -1.301
C -1.108 5.536 -1.421
C -1.084 4.187 -1.115
C 0.906 2.178 1.564
C 2.297 2.214 1.597
C 2.966 2.452 2.782
C 2.248 2.639 3.952
C 0.863 2.591 3.928
C 0.192 2.356 2.740
H -2.126 2.287 0.587
H -4.200 -0.944 1.580
H -6.638 -0.510 1.690
H -7.683 1.026 0.076
H -6.316 2.133 -1.650
H -3.887 1.695 -1.771
H -0.775 1.665 -2.397
H -0.455 1.181 -4.772
H -1.425 -0.857 -5.776
H -2.821 -2.360 -4.403
H -3.146 -1.888 -2.000
H 2.188 3.889 -0.326
H 2.143 6.277 -0.890
H 0.011 7.355 -1.521
H -2.027 5.986 -1.763
H -1.988 3.607 -1.229
H 2.857 2.067 0.683
H 4.047 2.483 2.790
H 2.774 2.817 4.878
H 0.304 2.739 4.841
H -0.888 2.299 2.728
C 2.608 -5.124 -2.441
N 1.655 -5.131 -1.366
C 1.505 -6.109 -0.423
C 0.501 -5.729 0.401
N 0.031 -4.525 -0.045
C -1.046 -3.790 0.556
C 0.757 -4.151 -1.120
Se 0.533 -2.643 -2.160
H 3.108 -6.089 -2.486
H 3.347 -4.334 -2.286
H 2.098 -4.933 -3.387
H 2.114 -6.990 -0.412
H 0.094 -6.210 1.265
H -1.803 -4.485 0.918
H -1.496 -3.125 -0.185
H -0.672 -3.186 1.387
*
```

## Properties
HOMO-LUMO gap (alpha / beta): 5.95 / 5.76 eV
lowest unoccupied orbital energy (alpha / beta): -3.2 / -3.4 eV


no.,DFT total energy (eV)
1,-85843.8335
2,-394434.9662
3,-12616.4641
4,-135206.9609